Record 1
Entry from the Open Molecules 2025 dataset: a 2-piece molecular cluster, C6H7N overall at a distorted geometry (ωB97M-V/def2-TZVPD).

XYZ file:
```
14
Properties=species:S:1:pos:R:3
C 2.49118 -1.16161 -0.85574
C 1.48288 -0.53972 -0.62675
C -1.15693 0.53833 -0.84406
C -0.45367 1.52094 0.05855
C -0.33201 0.07466 0.24355
C -0.35702 -0.63620 1.51278
N -1.72355 0.24302 -1.89630
H 3.25125 -1.44995 -1.42049
H 0.18039 2.09308 -0.67100
H -0.84251 2.20325 0.81438
H 0.55717 -1.26049 1.66507
H -1.29542 -1.03264 1.69991
H -0.15826 0.16566 2.26776
H -1.64347 -0.75832 -1.94768
```

- maximum force (eV Å⁻¹) = 3.85
- total charge = 0
- HOMO level (spin up / spin down) (hartree) = -0.243 / -0.350
- gap between HOMO and LUMO (spin up / spin down) (hartree) = 0.2756 / 0.2227
- relative energy (zero: lowest compared OMol25 entry of this formula, charge and spin) (kcal/mol) = 122.9
- multiplicity = 3

Record 2
Entry from the Open Molecules 2025 dataset: an isolated molecule of C7H12 at a distorted geometry (ωB97M-V/def2-TZVPD).

XYZ file:
```
19
Properties=species:S:1:pos:R:3
C -0.41342 -0.23045 2.53049
C -0.90466 0.09819 1.08567
C 0.10324 0.70833 0.12063
C 0.23393 0.22548 -1.11427
C -0.05699 -1.21561 -1.46072
C 0.47328 -1.81381 -2.53874
C 0.58447 2.04990 0.65338
H -0.91133 0.55909 3.11742
H 0.65548 -0.20501 2.72033
H -0.78126 -1.22131 2.82541
H -1.54500 -0.70848 0.75111
H -1.56875 0.96721 1.24714
H 0.41107 0.76343 -2.03837
H -0.09415 -1.79975 -0.53939
H 0.98582 -2.76174 -2.52770
H 0.55127 -1.17190 -3.44405
H -0.17225 2.41354 1.33824
H 0.57384 2.76750 -0.18071
H 1.53475 2.05944 1.18191
```

- maximum force (eV Å⁻¹) = 2.68
- total charge = 0
- HOMO level (hartree) = -0.300
- gap between HOMO and LUMO (hartree) = 0.3315
- relative energy (zero: lowest compared OMol25 entry of this formula, charge and spin) (kcal/mol) = 54.4
- structure (SMILES) = C=C/C=C(/C)CC

Record 3
Entry from the Open Molecules 2025 dataset: an isolated molecule of C4H7NO (ωB97M-V/def2-TZVPD).

XYZ file:
```
13
Properties=species:S:1:pos:R:3
O -1.38335 -0.03268 1.53972
C -1.01706 -0.29359 0.21970
C -0.51068 0.90875 -0.65460
C 0.83847 0.20995 -0.74806
N 1.28502 0.01295 0.64259
C 0.35404 -0.95149 0.02905
H -0.56929 0.28667 1.96239
H -1.83869 -0.83741 -0.25218
H -0.50550 1.88216 -0.15599
H -1.03390 0.97814 -1.61250
H 1.55636 0.23558 -1.56095
H 2.21812 -0.39423 0.62849
H 0.60645 -2.00480 -0.03765
```

- maximum force (eV Å⁻¹) = 0.33
- total charge = 0
- HOMO level (hartree) = -0.347
- gap between HOMO and LUMO (hartree) = 0.3849
- relative energy (zero: lowest compared OMol25 entry of this formula, charge and spin) (kcal/mol) = 60.1
- structure (SMILES) = O[C@H]1C[C@H]2N[C@@H]12

Record 4
Entry from the Open Molecules 2025 dataset: an isolated molecule of C4H12N2S at a distorted geometry (ωB97M-V/def2-TZVPD).

XYZ file:
```
19
Properties=species:S:1:pos:R:3
N -1.95606 -0.39769 0.44876
C -0.62572 -0.31124 -0.01820
C 0.27884 -1.15841 0.91003
C 1.71382 -1.10811 0.35889
S 2.33473 -1.66414 -1.27713
C -0.19346 1.26999 0.03746
N -1.22471 1.86021 -0.76404
H -2.77878 -0.29808 -0.22423
H -2.14202 0.30733 1.22698
H -0.68049 -0.67104 -1.04366
H 0.08717 -2.19716 0.86087
H 0.14186 -0.87967 1.96301
H 2.42731 -1.53942 1.10131
H 2.03996 -0.07937 0.21295
H 1.71948 -0.57898 -1.84416
H 0.84991 1.42360 -0.45056
H -0.07213 1.68114 1.10812
H -1.01451 1.51779 -1.68520
H -0.90521 2.82326 -0.92116
```

- maximum force (eV Å⁻¹) = 4.11
- total charge = 0
- HOMO level (hartree) = -0.320
- gap between HOMO and LUMO (hartree) = 0.3467
- relative energy (zero: lowest compared OMol25 entry of this formula, charge and spin) (kcal/mol) = 34.1
- structure (SMILES) = NC[C@H](N)CCS

Record 5
Entry from the Open Molecules 2025 dataset: an isolated molecule of C6H12N2O3S2 at a distorted geometry (ωB97M-V/def2-TZVPD).

XYZ file:
```
25
Properties=species:S:1:pos:R:3
C 1.37133 -0.73403 -0.16529
C 0.93687 0.41961 0.82953
C 2.89888 -1.09500 0.35734
C -1.27255 0.18292 0.04691
C -2.25243 1.33896 -0.40120
C -2.20773 -0.69012 0.89634
H 1.32220 -1.33412 -1.96090
H 1.76766 0.11346 -1.86381
H 0.89970 -1.55780 0.26381
H 3.01560 -1.07067 1.45983
H 3.20862 -2.09174 0.10958
H 3.50621 1.20872 -0.00884
H -0.43387 1.70994 1.36519
H -0.69934 -0.26206 -0.77132
H -1.61384 -1.20710 1.66144
H -3.16508 -0.12301 1.22654
H -3.46234 -1.25333 -1.11128
H -2.02524 3.12282 -0.91406
N 0.92894 -0.50271 -1.45572
N -0.38089 0.81608 0.89915
O 1.79243 0.95983 1.48970
O -3.48375 1.28248 -0.17764
O -1.40423 2.41543 -0.82206
S 4.10084 0.04928 -0.44614
S -2.74074 -2.12707 -0.10773
```

- maximum force (eV Å⁻¹) = 6.85
- total charge = 0
- HOMO level (hartree) = -0.330
- gap between HOMO and LUMO (hartree) = 0.3457
- relative energy (zero: lowest compared OMol25 entry of this formula, charge and spin) (kcal/mol) = 76.0
- structure (SMILES) = N[C@@H](CS)C(=O)N[C@@H](CS)C(=O)O

Record 6
Entry from the Open Molecules 2025 dataset: an isolated molecule of C5H10BN at a distorted geometry (ωB97M-V/def2-TZVPD).

XYZ file:
```
17
Properties=species:S:1:pos:R:3
B -0.34444 0.18904 -0.05484
C 1.40895 1.99800 -0.45732
C 0.07948 -0.93816 -2.27772
C 0.20093 1.51135 -0.67981
C -0.41894 -1.05456 -1.02376
C -0.89905 -1.00183 2.24021
N -0.46393 0.08073 1.34777
H 1.89680 2.84420 -0.87786
H 2.13326 1.33992 -0.03655
H 0.02696 -1.70977 -3.08827
H 0.53815 -0.08443 -2.54462
H -0.50538 2.10417 -1.16548
H -0.80358 -1.98983 -0.90923
H -1.19985 -1.99197 1.84267
H -0.04776 -1.43898 2.90214
H -1.67888 -0.68788 3.00589
H 0.07728 0.83002 1.77678
```

- maximum force (eV Å⁻¹) = 3.51
- total charge = 0
- HOMO level (hartree) = -0.343
- gap between HOMO and LUMO (hartree) = 0.3725
- relative energy (zero: lowest compared OMol25 entry of this formula, charge and spin) (kcal/mol) = 45.2
- structure (SMILES) = C=CB(C=C)NC

Record 7
Entry from the Open Molecules 2025 dataset: a 2-piece molecular cluster, C3H9N2 overall at a distorted geometry (ωB97M-V/def2-TZVPD).

XYZ file:
```
14
Properties=species:S:1:pos:R:3
C -0.89793 -0.86691 0.75702
C -1.04421 -0.79756 -0.72901
C -0.62809 0.39812 0.03528
N 1.94283 -0.08245 -0.13395
N -0.64163 1.66351 0.04737
H -1.78031 -1.03911 1.44118
H -0.04322 -1.37471 1.05411
H -0.23794 -1.27057 -1.31597
H -2.14164 -0.71705 -1.10646
H 2.26418 -0.93278 0.27468
H 2.01390 0.61833 0.50150
H -0.56021 2.12519 0.98600
H -0.86076 1.97807 -0.90626
H 2.61504 0.29792 -0.90547
```

- maximum force (eV Å⁻¹) = 4.43
- total charge = +1
- HOMO level (hartree) = -0.543
- gap between HOMO and LUMO (hartree) = 0.3852
- relative energy (zero: lowest compared OMol25 entry of this formula, charge and spin) (kcal/mol) = 64.6

Record 8
Entry from the Open Molecules 2025 dataset: C2H2BrN as an isolated structure at a distorted geometry (ωB97M-V/def2-TZVPD).

XYZ file:
```
6
Properties=species:S:1:pos:R:3
C 0.01993 1.02977 -0.76496
C -0.51316 1.48483 0.41722
N 0.38422 0.49060 -1.71701
Br 0.11508 0.71212 1.93863
H 0.10036 -2.17276 0.29836
H -0.10642 -1.54456 -0.17224
```

- maximum force (eV Å⁻¹) = 2.17
- total charge = 0
- HOMO level (spin up / spin down) (hartree) = -0.359 / -0.359
- gap between HOMO and LUMO (spin up / spin down) (hartree) = 0.2700 / 0.2698
- relative energy (zero: lowest compared OMol25 entry of this formula, charge and spin) (kcal/mol) = 99.3

Record 9
Entry from the Open Molecules 2025 dataset: a 2-piece molecular cluster, C5H13IN2 overall at a distorted geometry (ωB97M-V/def2-TZVPD).

XYZ file:
```
21
Properties=species:S:1:pos:R:3
C -2.95621 0.72594 0.74645
C 0.22229 0.98781 1.42883
C 2.92701 -1.17563 -0.90479
C -1.74488 0.64824 -0.19292
C -0.50144 0.13340 0.44625
N 1.65200 -1.37425 -1.55769
N 0.80231 -0.42767 -1.87066
I -0.53977 -1.92693 0.96234
H -2.74122 1.36305 1.60302
H -3.22237 -0.26508 1.10857
H -3.81101 1.13841 0.21590
H 0.31702 2.00209 1.03846
H 1.21796 0.59818 1.64354
H -0.31567 1.04912 2.38263
H 2.88893 -1.47221 0.14603
H 3.68463 -1.77799 -1.40829
H 3.20755 -0.12368 -0.96418
H -1.52968 1.65252 -0.57214
H -1.99796 0.01929 -1.04838
H 1.19865 -2.26702 -1.38315
H 1.24186 0.49242 -1.81982
```

- maximum force (eV Å⁻¹) = 1.25
- total charge = 0
- HOMO level (spin up / spin down) (hartree) = -0.274 / -0.259
- gap between HOMO and LUMO (spin up / spin down) (hartree) = 0.2955 / 0.2785
- relative energy (zero: lowest compared OMol25 entry of this formula, charge and spin) (kcal/mol) = 19.9

Record 10
Entry from the Open Molecules 2025 dataset: C37H94CuN5O13 as an isolated structure at a distorted geometry (ωB97M-V/def2-TZVPD).

XYZ file:
```
150
Properties=species:S:1:pos:R:3
Cu -3.27758 -0.15697 -5.15446
C 0.48534 -0.28152 -0.71242
C -0.96108 -0.77394 -0.78897
C -1.68984 -0.77351 0.56901
O -1.63660 -0.15768 -1.85383
H 1.03923 -0.79434 -1.49874
H 0.94564 -0.69793 0.18360
H 0.55068 0.80417 -0.64087
H -0.73869 -1.80661 -1.05775
H -2.64549 -1.29755 0.58364
H -2.04314 0.22789 0.81494
H -1.11636 -0.91949 1.48438
C -2.39557 7.54678 -3.21156
O -2.11035 6.20949 -3.68424
C -2.14636 6.06487 -5.16474
C -2.00112 4.49509 -5.36975
N -3.07121 3.71331 -4.78462
C -4.47164 4.15500 -5.04718
C -5.37847 3.67059 -3.98597
O -4.92598 2.40521 -3.48405
C -5.73878 2.10546 -2.33110
H -2.39012 8.30481 -3.99479
H -1.57908 7.84669 -2.55468
H -3.25506 7.63389 -2.54689
H -1.31477 6.60082 -5.62228
H -3.03093 6.48576 -5.64274
H -1.05510 4.09762 -5.00209
H -2.06952 4.40615 -6.45396
H -2.91092 3.85270 -3.79720
H -4.85633 3.81328 -6.00808
H -4.59269 5.23786 -5.01773
H -6.37331 3.61299 -4.42765
H -5.36689 4.37720 -3.15612
H -5.18564 1.40850 -1.70149
H -6.72007 1.75411 -2.65003
H -5.74025 2.95645 -1.64999
C 7.38711 -1.75252 10.43513
O 6.88152 -0.41843 10.46935
C 5.47258 -0.20814 10.49965
C 4.89824 0.17333 9.12089
N 3.49907 -0.21692 8.82906
C 3.35337 -1.66935 8.89617
C 4.03345 -2.23301 7.66483
O 3.65546 -1.61440 6.43460
C 2.41005 -1.80882 5.81380
H 7.28469 -2.38553 11.31655
H 8.47255 -1.72739 10.33885
H 6.88703 -2.27748 9.62122
H 5.25106 0.63376 11.15558
H 5.01708 -1.01093 11.07943
H 5.52149 -0.16793 8.29434
H 4.95271 1.26081 9.07090
H 3.25151 -0.00127 7.87391
H 2.30028 -1.94936 8.92271
H 3.84313 -2.00091 9.81176
H 3.67113 -3.25991 7.71261
H 5.10949 -2.13420 7.80799
H 2.49059 -2.67368 5.15530
H 1.98787 -0.99153 5.22905
H 1.69230 -2.10082 6.58040
C -0.29448 -0.71428 -6.38095
O -1.41930 -1.46208 -6.18444
C -1.18402 -2.84919 -5.85622
C -2.46806 -3.70482 -6.19405
N -3.60512 -3.22275 -5.44271
C -4.01761 -3.90815 -4.17740
C -5.57552 -4.16942 -4.24103
O -6.15797 -2.90522 -4.25395
C -7.66203 -2.94767 -4.06444
H -0.01869 -0.38408 -5.37945
H -0.70723 0.16827 -6.86969
H 0.51620 -1.29235 -6.82449
H -0.87882 -3.00130 -4.82094
H -0.47058 -3.23718 -6.58324
H -2.31517 -4.76708 -6.00348
H -2.49593 -3.66390 -7.28293
H -4.28761 -3.06400 -6.17012
H -3.58398 -3.30961 -3.37626
H -3.40598 -4.81032 -4.18730
H -5.90503 -4.77647 -3.39782
H -5.79269 -4.56741 -5.23226
H -8.08055 -3.22755 -5.03119
H -8.14692 -2.02271 -3.75230
H -8.04617 -3.80521 -3.51201
C 3.11237 -6.90942 0.06317
O 4.24044 -6.11742 -0.21522
C 4.06615 -4.86400 -0.84859
C 5.22243 -3.95190 -0.52371
N 6.48427 -4.12699 -1.32081
C 6.47885 -3.17234 -2.40291
C 7.79545 -3.39755 -3.09575
O 7.57689 -4.49737 -4.00504
C 8.68229 -4.77558 -4.88467
H 3.27697 -7.98512 0.12533
H 2.34185 -6.69162 -0.67640
H 2.59553 -6.65692 0.98904
H 3.27739 -4.23954 -0.42906
H 3.77472 -4.93414 -1.89657
H 5.52964 -4.22826 0.48492
H 4.93209 -2.90370 -0.45237
H 6.78210 -5.06716 -1.53872
H 6.41358 -2.14967 -2.03148
H 5.66670 -3.28201 -3.12159
H 8.70396 -3.50444 -2.50304
H 7.98136 -2.52209 -3.71794
H 8.50052 -5.62628 -5.54146
H 9.62677 -4.95087 -4.36958
H 8.81371 -3.92415 -5.55241
C 1.43993 4.10853 3.42142
O 0.99351 3.44298 4.64526
C -0.41403 3.38768 4.68135
C -1.21195 4.69803 4.86513
N -2.29511 4.87154 3.88208
C -1.82729 5.06116 2.54685
C -3.05134 5.27163 1.70217
O -3.76672 6.41529 2.14703
C -5.16309 6.44668 1.74551
H 2.44541 3.86948 3.07506
H 1.31852 5.17996 3.58073
H 0.79213 3.97545 2.55498
H -0.74676 2.84188 5.56425
H -0.85057 2.83093 3.85215
H -0.57248 5.57541 4.76817
H -1.57944 4.77637 5.88833
H -2.97731 5.55995 4.16633
H -1.33119 4.22461 2.05474
H -1.28557 5.98315 2.33571
H -3.67556 4.43271 2.00987
H -2.79401 5.30449 0.64349
H -5.85349 5.64714 2.01419
H -5.12880 6.33419 0.66187
H -5.59480 7.43782 1.88469
C -6.46574 -4.59935 1.32754
C -6.82436 -5.76790 2.23397
O -7.05351 -6.91318 1.37565
H -7.33939 -4.46870 0.68896
H -5.61336 -4.79120 0.67582
H -6.42568 -3.72373 1.97543
H -7.84519 -5.69752 2.60955
H -6.26672 -6.09910 3.11002
H -7.24910 -7.64930 1.96001
C 4.05080 5.00726 -1.91682
C 4.82823 3.98583 -2.59873
O 3.95424 3.12184 -3.28587
H 3.52466 4.67386 -1.02231
H 3.31315 5.39137 -2.62140
H 4.80786 5.72814 -1.60813
H 5.38056 3.38300 -1.87788
H 5.68025 4.45188 -3.09366
H 3.24484 2.82021 -2.71369
```

- maximum force (eV Å⁻¹) = 3.95
- total charge = +1
- HOMO level (spin up / spin down) (hartree) = -0.348 / -0.348
- gap between HOMO and LUMO (spin up / spin down) (hartree) = 0.1961 / 0.1931
- multiplicity = 2

no.,DFT total energy (eV)
1,-7814.95972
2,-7451.07290
3,-7797.03738
4,-18156.53883
5,-37207.70217
6,-7512.40912
7,-6228.24862
8,-73633.86659
9,-16473.20278
10,-118577.97458